[1]
Here is a molecular structure, C14H18AuGeNS from the OMol25 dataset. Energies are from wB97M-V/def2-TZVPD.

HOMO	0.0576	Ha
HOMO-LUMO gap	3.39	eV
charge	-2

Each line ends with the Mulliken charge.
Atoms and positions in Å:
Au -0.10 1.60 -0.40  -0.10
C 0.81 -1.51 -0.11  -1.00
C 0.96 -0.98 1.29  0.82
C 1.35 -1.84 2.34  -0.47
C 1.49 -1.34 3.60  -0.83
C 1.25 0.02 3.85  1.39
C 1.39 0.58 5.14  -0.85
C 1.14 1.92 5.31  -0.36
C 0.77 2.73 4.23  -0.43
C 0.62 2.25 2.92  -0.06
S 0.20 3.28 1.61  -0.56
C 0.86 0.83 2.74  -0.34
N 0.71 0.30 1.49  -0.27
H 0.86 -2.61 -0.12  0.24
H 1.60 -1.11 -0.75  0.29
H -0.12 -1.16 -0.55  -0.13
H 1.54 -2.88 2.13  0.31
H 1.79 -1.99 4.42  0.33
H 1.68 -0.05 5.97  0.27
H 1.24 2.36 6.29  0.32
H 0.59 3.79 4.38  0.34
C 0.26 -1.14 -3.84  -1.20
Ge -1.20 0.13 -3.34  0.25
C -2.57 -1.18 -2.66  -1.38
C -1.99 0.52 -5.14  -1.30
C -0.68 1.61 -2.33  -0.51
H -0.13 -2.02 -4.38  0.35
H 0.78 -1.49 -2.94  0.23
H 0.99 -0.63 -4.47  0.37
H -2.57 -2.12 -3.24  0.31
H -3.57 -0.74 -2.71  0.38
H -2.37 -1.41 -1.61  0.39
H -2.25 -0.43 -5.62  0.32
H -1.28 1.06 -5.77  0.36
H -2.90 1.13 -5.05  0.36
H -1.16 2.52 -2.69  0.16

[2]
Here is a molecular structure, C5H7N3OS at a distorted geometry from the OMol25 dataset. Energies are from wB97M-V/def2-TZVPD.

HOMO	-0.3202	Ha
HOMO-LUMO gap	9.22	eV
charge	0

Each line ends with the Mulliken charge.
Atoms and positions in Å:
C 3.51 0.01 0.21  -1.26
C 2.04 -0.24 -0.06  0.74
C -0.03 0.71 -0.27  0.28
C -2.29 -0.05 -0.03  0.54
C -3.55 -0.85 0.11  -0.82
H 3.99 -0.90 0.21  0.38
H 3.86 0.57 1.20  0.29
H 3.61 0.37 -0.74  0.39
H 1.63 1.93 -0.09  0.33
H -3.85 -1.12 -0.99  0.22
H -4.37 -0.20 0.59  0.27
H -3.56 -1.74 0.88  0.28
N 1.28 0.92 -0.26  -0.12
N -0.96 1.68 -0.24  -0.51
N -2.22 1.24 0.00  -0.37
O 1.59 -1.40 -0.27  -0.61
S -0.67 -0.95 -0.26  -0.04

> What is the formula in the second record?

C5H7N3OS